# 1
{"formula": "C27H66BBrIN6O11PS", "method": "the ωB97M-V functional and the def2-TZVPD basis", "lumo_energy_ev": -0.5, "spin_multiplicity": 1, "symbols": ["I", "Br", "S", "P", "O", "O", "O", "O", "O", "O", "O", "O", "O", "O", "O", "N", "N", "N", "N", "N", "N", "C", "C", "C", "C", "C", "C", "C", "C", "C", "C", "C", "C", "C", "C", "C", "C", "C", "C", "C", "C", "C", "C", "C", "C", "C", "C", "C", "B", "H", "H", "H", "H", "H", "H", "H", "H", "H", "H", "H", "H", "H", "H", "H", "H", "H", "H", "H", "H", "H", "H", "H", "H", "H", "H", "H", "H", "H", "H", "H", "H", "H", "H", "H", "H", "H", "H", "H", "H", "H", "H", "H", "H", "H", "H", "H", "H", "H", "H", "H", "H", "H", "H", "H", "H", "H", "H", "H", "H", "H", "H", "H", "H", "H", "H"], "coordinates": [[-1.3642, -1.0912, 3.9871], [-1.2841, -2.8870, 0.4954], [-0.2435, 1.7893, -1.4384], [-0.0038, 3.0511, 1.4908], [-3.9155, 3.7053, -0.2698], [-7.6294, -3.2930, 2.0865], [7.3029, -2.5013, -0.2417], [-0.7094, 0.3974, -2.2773], [-1.2472, 2.9943, -1.6376], [8.8430, 3.6422, -0.4069], [2.4185, -0.0162, -0.1550], [0.3662, 4.4448, 0.4506], [1.0459, 2.3096, -2.1934], [-6.5884, -2.9515, -3.4545], [-1.4799, 3.5165, 2.2221], [1.0489, 3.0789, 2.7686], [5.2556, -0.4919, -0.4524], [5.9952, 3.9639, -0.1628], [-4.7085, 3.0155, 1.9515], [-5.2214, -1.7203, 2.1246], [-5.4750, -1.6025, -1.1712], [-7.5631, -4.5049, 2.8232], [-0.7623, 0.1516, 0.9571], [-1.0841, -0.9706, -0.1975], [6.9784, -3.7492, -0.8360], [9.2536, 2.5506, -1.2166], [-3.2985, 1.2589, 0.2828], [6.4151, 3.4418, -2.5095], [6.6766, 4.4323, -1.3778], [8.1789, 4.6902, -1.1195], [-7.5619, -2.1094, 2.8876], [-0.0696, -0.4008, 2.3391], [-5.5321, -2.5314, 4.4052], [-6.2654, 0.1529, -2.6712], [-2.3335, 0.5718, 1.3760], [-3.9965, 2.7043, 0.6502], [-5.3046, -1.0224, -2.5109], [0.1086, 1.4789, 0.4296], [-6.1276, -1.6875, 3.2812], [5.3417, -1.5961, -2.6270], [-5.4535, -2.0950, -3.6143], [7.4521, -1.4243, -1.1717], [-0.3321, -0.8642, -1.6373], [-7.8079, -2.4057, -3.9348], [1.1336, -1.4745, 2.2831], [2.9584, 2.3660, 0.3905], [6.1211, -0.7697, -1.6073], [1.0618, -2.7947, 3.2448], [1.7544, 1.2659, 0.2804], [-2.9282, 1.2055, -0.8518], [1.7965, 3.7874, 2.6053], [-8.2129, -2.1985, 3.7666], [-5.7516, 3.0086, 1.7975], [-5.2159, -3.5216, 4.0667], [6.2272, 5.3877, -1.6756], [0.8361, 5.1452, 1.0086], [7.0340, 3.6725, -3.3824], [-6.5229, -4.8120, 2.9432], [-5.3157, -2.6436, 1.6898], [1.2357, -2.6034, 4.3866], [-5.4429, -1.6483, -4.6166], [-2.4244, 1.1589, 2.3682], [8.0449, -0.6650, -0.6467], [-6.2801, 0.5080, -3.7066], [-6.1792, -0.6545, 3.6466], [7.3361, -4.5436, -0.1742], [6.6073, 2.4064, -2.2161], [8.2632, 5.5774, -0.4797], [0.4105, 0.5695, 2.8538], [6.3679, 0.1852, -2.0876], [-8.0713, -5.2820, 2.2446], [4.8434, -2.4592, -2.1777], [-8.2993, -1.8371, -3.1437], [4.5598, -0.9853, -3.0924], [-8.0549, -4.4237, 3.7972], [3.5648, 2.3816, -0.6292], [10.1075, 2.0696, -0.7304], [-8.4687, -3.2352, -4.2033], [6.0937, 4.6728, 0.5627], [-5.5749, -1.0826, 1.4126], [-0.8670, -1.6975, -2.3177], [-5.9498, 0.9900, -2.0381], [8.4531, 1.8118, -1.2807], [8.0503, -1.7388, -2.0364], [2.1588, -0.9300, 2.5697], [5.8953, -3.8530, -0.9180], [-4.6447, -2.0396, 4.8196], [5.7465, 0.1368, 0.1818], [-1.4378, 3.5914, 3.2271], [-7.2888, -0.0965, -2.3790], [6.5320, 3.1702, 0.2008], [-6.2506, -2.6600, 5.2210], [-4.5793, -2.7557, -3.5620], [2.0049, -3.4550, 2.9131], [9.5620, 2.8709, -2.2164], [-7.9892, -1.3119, 2.2672], [5.9997, -1.9557, -3.4246], [-7.6604, -1.7820, -4.8217], [-4.2867, 0.5767, 0.1964], [2.7106, 3.4498, 0.6653], [-4.2871, -0.6188, -2.5823], [0.7838, -1.1714, -1.6916], [1.3639, -1.9281, 1.2010], [-4.4310, 2.3357, 2.7000], [5.3665, 3.4930, -2.8237], [-4.7691, -2.3246, -1.0342], [5.1751, -1.3614, 0.0841], [-2.2168, -0.9375, -0.5961], [-2.8250, -0.5097, 1.5418], [0.1448, -3.5245, 3.0174], [3.7199, 1.9542, 1.2106], [3.0735, 0.1855, -0.9090], [-6.3568, -2.1245, -1.1752], [8.7140, 4.9275, -2.0477], [7.4521, -3.8766, -1.8141]]}


# 2
{"formula": "CH4BF", "method": "the ωB97M-V functional and the def2-TZVPD basis", "lumo_energy_ev": -0.2, "spin_multiplicity": 1, "e_above_lowest_kj_mol": 116.99, "symbols": ["F", "C", "B", "H", "H", "H", "H"], "coordinates": [[1.7201, -0.3082, 0.0913], [0.6122, 0.4683, -0.0665], [-0.8216, -0.5360, -0.1394], [-1.9586, -0.6723, -0.8366], [0.7158, 1.3707, -0.7112], [-0.7061, -1.4425, 0.8382], [0.4383, 1.1199, 0.8243]]}


# 3
{"formula": "C2HNS2", "method": "the ωB97M-V functional and the def2-TZVPD basis", "lumo_energy_ev": -0.9, "spin_multiplicity": 1, "e_above_lowest_kj_mol": 173.11, "symbols": ["S", "S", "N", "C", "C", "H"], "coordinates": [[-2.0567, -0.4976, 1.0150], [-2.0611, -0.4429, -1.0613], [1.3992, -2.8958, 0.1009], [-0.6522, -0.5536, -0.0085], [0.5502, -2.1219, 0.0029], [0.2291, 0.0205, 0.1358]]}


# 4
{"formula": "C6H12", "method": "the ωB97M-V functional and the def2-TZVPD basis", "lumo_energy_ev": 1.3, "spin_multiplicity": 1, "e_above_lowest_kj_mol": 241.72, "symbols": ["C", "C", "C", "C", "C", "C", "H", "H", "H", "H", "H", "H", "H", "H", "H", "H", "H", "H"], "coordinates": [[1.6877, 0.8466, -1.1060], [-0.2111, -1.7518, 0.2625], [-0.5165, 0.8287, 0.6366], [-1.3799, -1.6264, 1.1919], [0.4614, 1.6315, -0.5721], [-1.0637, -0.5178, 0.2143], [-1.3354, 1.5084, 0.9278], [1.3798, -0.1382, -1.4662], [-2.2648, -2.2294, 0.9987], [-1.7546, -0.4519, -0.6336], [2.4776, 0.6938, -0.3539], [0.8312, 2.6293, -0.2237], [-1.1737, -1.4379, 2.2410], [0.7827, -1.6440, 0.6907], [-0.2808, -2.4484, -0.5661], [0.4424, 0.9433, 1.0718], [-0.2514, 1.8011, -1.3573], [2.1690, 1.3632, -1.9565]]}


# 5
{"formula": "CH2O2", "method": "the ωB97M-V functional and the def2-TZVPD basis", "lumo_energy_ev": 0.2, "spin_multiplicity": 1, "e_above_lowest_kj_mol": 116.46, "symbols": ["O", "O", "C", "H", "H"], "coordinates": [[1.5264, -0.5511, -0.0156], [-0.8030, -0.6116, -0.0753], [0.4117, -0.0077, -0.2021], [-1.6089, 0.0776, 0.2026], [0.4739, 1.0928, 0.0905]]}


# 6
{"formula": "C26H26N4SSbSe4Tl", "method": "the ωB97M-V functional and the def2-TZVPD basis", "lumo_energy_ev": 4.0, "spin_multiplicity": 1, "e_above_lowest_kj_mol": 115.35, "charge": -2, "symbols": ["Tl", "Sb", "Se", "Se", "Se", "Se", "S", "N", "N", "N", "N", "C", "C", "C", "C", "C", "C", "C", "C", "C", "C", "C", "C", "C", "C", "C", "C", "C", "C", "C", "C", "C", "C", "C", "C", "C", "C", "H", "H", "H", "H", "H", "H", "H", "H", "H", "H", "H", "H", "H", "H", "H", "H", "H", "H", "H", "H", "H", "H", "H", "H", "H", "H"], "coordinates": [[-0.9507, -1.0989, 1.3452], [-0.1581, 0.1635, -1.1456], [-0.6332, -3.1713, 2.8190], [0.7065, -2.6492, 0.1541], [0.6326, -5.1876, 2.7070], [1.6971, -4.7728, 0.5894], [-2.3663, -0.8333, 3.3777], [-0.9088, 1.2447, 4.2845], [-1.9674, 0.7662, 1.1998], [-2.7227, 2.8055, 1.6050], [-0.2776, -0.9310, 4.9568], [-2.2420, -3.4676, -2.5133], [-0.4260, 2.2557, -5.0123], [0.3289, 1.2296, -2.9475], [-0.7255, -1.5906, -2.2572], [-3.2853, 2.4301, 0.4195], [1.8507, -0.3361, -0.5443], [2.6437, -1.2702, -1.2248], [3.9426, -1.5437, -0.7824], [1.0157, 0.8414, 5.7677], [-0.4642, -3.1239, -4.1205], [2.3694, 0.3175, 0.5813], [0.8900, 2.6157, -5.3166], [4.4544, -0.8875, 0.3407], [-2.8033, 1.1624, 0.1873], [-1.9382, 1.7768, 2.0394], [-2.9114, 4.0581, 2.2896], [-1.1265, -0.1112, 4.2441], [3.6672, 0.0432, 1.0231], [-0.7058, 1.5643, -3.8298], [0.7697, -0.4668, 5.7018], [1.9259, 2.2847, -4.4376], [-1.8262, -2.3322, -1.8112], [1.6473, 1.5930, -3.2542], [0.0831, 1.6759, 4.9909], [-0.0488, -1.9872, -3.4197], [-1.5599, -3.8647, -3.6670], [-3.0133, 0.5147, -0.6538], [-3.9553, 3.0641, -0.1436], [-1.9396, 4.5480, 2.3894], [1.3709, -1.2053, 6.2210], [0.2740, 2.7607, 5.0359], [-1.8831, -4.7427, -4.2112], [-3.5899, 4.6920, 1.7131], [-2.3609, -2.0270, -0.9209], [5.4593, -1.0994, 0.6822], [0.4632, -0.2600, 2.2202], [2.9444, 2.5646, -4.6734], [-0.4685, -1.9253, 4.9036], [-1.2286, 2.5119, -5.6918], [-3.3400, 3.8535, 3.2739], [1.8186, 1.2924, 6.3303], [4.5532, -2.2643, -1.3103], [1.7657, 1.0408, 1.1150], [0.7920, -1.4169, -3.7882], [2.2696, -1.7869, -2.0905], [0.0599, -3.4284, -5.0171], [4.0613, 0.5522, 1.8936], [-1.7263, 1.2869, -3.5989], [2.4572, 1.3456, -2.5837], [-3.0937, -4.0375, -2.1647], [1.1064, 3.1510, -6.2320], [-1.3735, 1.8131, 2.9619]]}


# 7
{"formula": "C6H21N5O5SZn", "method": "the ωB97M-V functional and the def2-TZVPD basis", "lumo_energy_ev": -1.9, "spin_multiplicity": 1, "e_above_lowest_kj_mol": 1254.05, "symbols": ["Zn", "S", "O", "O", "O", "O", "O", "N", "N", "N", "N", "N", "C", "C", "C", "C", "C", "C", "H", "H", "H", "H", "H", "H", "H", "H", "H", "H", "H", "H", "H", "H", "H", "H", "H", "H", "H", "H", "H"], "coordinates": [[-0.4530, -0.0696, 0.0562], [-0.6262, 1.9944, 1.2393], [-1.7831, 0.5803, -1.5955], [-1.0720, -2.9349, -0.9347], [0.5797, 1.5088, 4.8093], [2.7497, 2.9916, 1.9932], [1.7953, 1.6591, -1.1709], [-2.9443, 2.9088, 2.0952], [-2.1737, -0.6188, 1.0732], [-0.3237, -1.7489, -1.0386], [-2.8072, 0.5018, 1.6086], [1.0846, 0.4439, -1.1266], [0.5854, -0.9536, 1.5332], [-2.1973, 1.7923, 1.6433], [2.4245, -0.2500, -3.1352], [0.5436, -1.7015, -1.9835], [1.3716, -0.4146, -2.0329], [0.8201, -2.8034, -3.0129], [-1.1987, 1.2205, -1.0780], [1.2381, -1.0781, 2.3975], [1.3099, -1.2415, 0.7766], [-1.5412, -0.3464, -1.2820], [0.9860, -2.3938, -4.0084], [-1.5959, -2.7632, -0.1364], [1.6982, -3.3812, -2.7260], [-2.0296, -1.2800, 1.8660], [-2.5154, 3.8447, 2.1428], [-0.0139, -3.4982, -3.1065], [2.4747, 2.0946, 1.6281], [0.6036, 0.6203, 4.3937], [1.7047, 1.9547, -0.2350], [2.2821, 2.8894, 2.9235], [1.9515, 0.0334, -4.0748], [-3.9314, 2.7992, 2.3681], [-0.0690, -1.8160, 1.6469], [3.1570, 0.5196, -2.8929], [2.9903, -1.1672, -3.2931], [-3.7534, 0.3902, 2.0014], [-1.3214, -0.2866, 0.6678]]}


# 8
{"formula": "C15H11Cl2MnN2OSbSe4", "method": "the ωB97M-V functional and the def2-TZVPD basis", "lumo_energy_ev": [4.2, 4.2], "spin_multiplicity": 6, "charge": -2, "symbols": ["Sb", "Se", "Se", "Se", "Se", "Mn", "Cl", "Cl", "O", "N", "N", "C", "C", "C", "C", "C", "C", "C", "C", "C", "C", "C", "C", "C", "C", "C", "H", "H", "H", "H", "H", "H", "H", "H", "H", "H", "H"], "coordinates": [[3.8366, 2.8626, -1.8957], [4.7065, 3.9684, -3.8477], [4.6195, 3.7224, 0.2300], [3.4649, 0.3391, -2.1238], [1.2826, 2.7848, -1.9205], [1.1884, 0.5164, -1.7031], [0.7188, -4.3624, -1.7062], [-4.5562, -3.2440, -1.5517], [1.0050, -1.3714, -1.9393], [-0.8915, 0.4463, -1.8773], [1.1296, 0.5091, 0.5933], [-2.8968, -2.6667, -1.6637], [-3.6349, -0.2526, -1.6423], [0.1563, -0.2894, 2.6229], [-3.1910, 1.0914, -1.6371], [1.9985, 1.2094, 1.3211], [-2.6531, -1.2793, -1.7193], [-1.8644, 1.3964, -1.7501], [-0.2356, -1.8261, -1.8507], [-0.5615, -3.1766, -1.7499], [1.9937, 1.2039, 2.7056], [1.0576, 0.4380, 3.3872], [-1.2956, -0.8901, -1.8279], [-1.8837, -3.6004, -1.6671], [0.2264, -0.2239, 1.2381], [1.0309, 0.4026, 4.8911], [-0.6036, -0.9063, 3.0869], [-2.1109, -4.6550, -1.5960], [1.9805, 0.0318, 5.2812], [-1.5237, 2.4243, -1.7581], [-3.9027, 1.9036, -1.5478], [2.7245, 1.8096, 3.2283], [2.7266, 1.8064, 0.7842], [0.2316, -0.2407, 5.2578], [-4.6831, -0.5029, -1.5756], [0.8829, 1.4056, 5.2955], [-0.4731, -0.7841, 0.6277]]}


no.,calculated total energy (hartree),F_max (hartree/bohr)
1,-5860.2751,0.190
2,-165.1148,0.073
3,-927.8242,0.079
4,-235.7262,0.069
5,-189.7444,0.108
6,-11641.7456,0.119
7,-3068.1181,0.370
8,-12680.5390,0.040